No. 1
ORCA calculation (wB97M-V/def2-TZVPD) on a molecular structure, C23H33BrF3MnNOSi.

Each line ends with the natural charge from an NBO analysis.
CARTESIAN COORDINATES (ANGSTROEM)
Mn -0.58799 -0.75367 -1.72918  1.229
C 0.22552 -0.30492 5.57557  -0.597
C 0.17491 1.07281 4.90272  -0.086
C 1.32429 1.92522 5.44035  -0.611
C -1.15266 1.76465 5.23901  -0.598
C 0.26616 0.88622 3.38760  0.018
C -0.73355 0.16315 2.72719  -0.182
C -0.59403 0.03707 1.37573  -0.114
Br -1.90796 -0.99562 0.37701  0.197
C 0.43856 0.54127 0.60129  0.256
O 0.35966 0.33336 -0.75978  -0.722
C 1.45390 1.23981 1.23258  -0.033
C 1.31018 1.38488 2.62217  -0.120
C 2.68561 1.87519 0.57100  -0.073
C 2.63277 3.39373 0.80321  -0.597
C 2.79510 1.63370 -0.93656  -0.598
C 3.94536 1.29201 1.22961  -0.598
H 0.15144 -0.18843 6.65748  0.232
H 1.16325 -0.81752 5.35388  0.218
H -0.59979 -0.94573 5.25777  0.201
H 1.20092 2.05262 6.51567  0.236
H 1.33902 2.92202 4.99429  0.214
H 2.29481 1.45186 5.27819  0.214
H -1.21318 1.93840 6.31388  0.233
H -2.01473 1.15560 4.95870  0.201
H -1.23586 2.72961 4.73536  0.216
H -1.56628 -0.27738 3.25926  0.243
H 2.08560 1.93493 3.13323  0.233
H 1.73698 3.83015 0.35592  0.208
H 3.50400 3.86379 0.34519  0.229
H 2.63984 3.64853 1.86293  0.217
H 1.96482 2.07680 -1.48804  0.198
H 2.86431 0.57206 -1.17936  0.201
H 3.71141 2.10939 -1.28671  0.232
H 4.00594 1.52999 2.29144  0.216
H 4.83163 1.70909 0.75007  0.229
H 3.97966 0.20610 1.12246  0.214
F 0.01483 -5.98492 -6.06293  -0.294
C -0.64039 -6.09117 -4.91217  0.966
F -1.85478 -6.58482 -5.14881  -0.294
F 0.01659 -6.93256 -4.11459  -0.292
C -0.76157 -4.73653 -4.22060  -0.005
C -0.08599 -3.62513 -4.69354  -0.194
C -0.22198 -2.43658 -4.00956  0.048
N -0.98315 -2.32015 -2.90035  -0.605
C -1.63983 -3.41312 -2.45180  0.062
C -1.55511 -4.62937 -3.08705  -0.188
H 0.53082 -3.67687 -5.57944  0.279
H 0.28319 -1.54314 -4.35658  0.221
H -2.25346 -3.28817 -1.57024  0.224
H -2.10184 -5.48011 -2.70257  0.275
C -2.48600 2.23436 -1.43769  -1.197
Si -2.35829 0.81262 -2.56594  1.671
C -3.86562 -0.13237 -2.95768  -1.197
C -1.04786 0.96151 -3.86683  -1.203
H -2.94575 3.06289 -1.99022  0.294
H -1.50132 2.55850 -1.09824  0.280
H -3.11617 2.01881 -0.57455  0.281
H -4.49859 0.49844 -3.59407  0.301
H -4.43535 -0.35304 -2.05367  0.281
H -3.65959 -1.05330 -3.50199  0.268
H -1.08532 2.00104 -4.21450  0.322
H -1.21671 0.29717 -4.71365  0.276
H -0.01038 0.84527 -3.51193  0.260

Forces on the atoms, in the same order (eV/Å):
-0.1 0.0 0.7
0.0 0.0 0.0
0.0 0.0 -0.1
0.0 0.0 0.0
0.0 0.0 0.0
0.0 0.0 0.1
0.0 0.0 0.0
-0.1 -0.2 0.1
0.1 -0.1 -0.4
-0.2 0.0 -0.6
0.2 0.2 0.0
0.1 0.2 0.2
0.0 0.0 0.0
-0.1 0.0 0.0
0.0 0.0 0.0
0.0 0.0 0.0
0.0 0.0 0.0
0.0 0.0 0.0
0.0 0.0 0.0
0.0 0.0 0.0
0.0 0.0 0.0
0.0 0.0 0.0
0.0 0.0 0.0
0.0 0.0 0.0
0.0 0.0 0.0
0.0 0.0 0.0
0.0 0.0 0.0
0.0 0.0 0.0
0.0 0.0 0.0
0.0 0.0 0.0
0.0 0.0 0.0
0.0 0.0 0.0
0.0 0.0 0.0
0.0 0.0 0.0
0.0 0.0 0.0
0.0 0.0 0.0
0.0 0.0 0.0
0.0 0.0 0.0
0.0 0.1 0.0
0.0 0.0 0.0
0.0 0.0 0.0
0.0 -0.1 0.0
0.0 0.0 -0.1
-0.1 0.0 0.1
0.1 -0.3 -0.2
0.0 0.2 -0.1
-0.1 -0.1 0.0
0.0 0.0 0.0
0.0 0.0 0.0
0.0 0.0 0.0
0.0 0.0 0.0
0.0 0.2 0.2
0.0 0.2 0.3
-0.2 -0.2 -0.1
0.2 -0.3 -0.1
0.0 0.0 0.0
0.0 0.0 0.0
0.0 0.0 0.0
0.0 0.0 0.0
0.0 0.0 0.0
-0.1 0.0 0.0
0.1 0.0 0.0
0.0 0.0 0.0
0.1 0.1 -0.1

Calculated values
Multiplicity: 4
E_HOMO (spin up / spin down) (eV): -14.2 / -14.4
E (eV): -145302.0741
Orbital gap (spin up / spin down) (eV): 5.21 / 6.93
Charge: +2

No. 2
ORCA calculation (wB97M-V/def2-TZVPD) on 2 unconnected molecules or ions with the total composition C2H4IN.

Each line ends with the natural charge from an NBO analysis.
CARTESIAN COORDINATES (ANGSTROEM)
C 0.73060 -0.62425 0.10708  0.191
C -1.18030 0.75635 0.10999  -0.655
N 0.82866 -1.21016 -0.97108  -0.646
I -0.38069 2.61546 0.61680  0.128
H 1.33522 -0.61927 0.99602  0.163
H -1.74575 0.49452 1.02469  0.220
H -1.28492 0.39882 -0.94032  0.243
H 1.69718 -1.81148 -0.94317  0.355

Forces on the atoms, in the same order (eV/Å):
-3.4 1.9 -0.3
3.3 -2.3 0.7
1.3 -0.9 0.2
0.0 0.3 -0.5
0.2 0.2 0.5
0.0 -0.5 -1.4
-0.5 0.8 1.1
-0.9 0.5 -0.4

Calculated values
E_HOMO (eV): -8.1
E (eV): -11725.6221
Orbital gap (eV): 8.51
Energy above the lowest of the compared OMol25 structures with the same formula, charge and spin (kcal per mole): 78.1

No. 3
ORCA calculation (wB97M-V/def2-TZVPD) on C7H11NO in the gas phase.

Each line ends with the natural charge from an NBO analysis.
CARTESIAN COORDINATES (ANGSTROEM)
C 2.83840 0.08330 -0.19638  -0.662
C 1.40788 0.40723 0.13689  0.099
C 0.96226 -0.66019 1.11837  -0.672
C 0.71952 1.48956 -0.30622  -0.297
C -0.67001 1.39301 -0.18882  -0.100
C -1.23881 0.17503 -0.43910  -0.316
C -2.57958 -0.06168 -0.08858  0.608
N -3.09132 -1.24912 -0.57135  -0.811
O -3.19484 0.70609 0.67030  -0.623
H 2.93741 0.54187 -1.21658  0.214
H 2.94437 -1.01309 -0.26912  0.215
H 3.71483 0.42908 0.42936  0.234
H 1.67496 -0.52344 2.00825  0.215
H 1.08651 -1.71738 0.92408  0.226
H -0.01283 -0.39767 1.49295  0.231
H 1.20472 2.13348 -1.06442  0.223
H -1.32292 2.15062 0.12584  0.231
H -0.66936 -0.58716 -0.96013  0.203
H -2.64549 -1.85175 -1.17117  0.384
H -4.06569 -1.44780 -0.43414  0.397

Forces on the atoms, in the same order (eV/Å):
0.9 1.0 -1.8
1.3 -0.8 0.9
0.7 1.8 2.3
2.8 -1.5 -1.1
-2.2 -2.4 -0.6
2.3 2.1 -0.8
-2.5 -0.1 1.4
-1.8 1.7 1.7
0.1 -1.2 -1.2
0.7 -0.6 0.7
0.0 0.5 -0.2
-1.4 0.0 -0.3
-0.8 -0.1 -0.9
-0.2 0.0 -0.9
-0.4 -0.6 0.3
-0.2 0.1 0.9
-0.7 1.1 0.5
0.0 0.0 0.2
1.5 -1.1 -1.5
-0.1 0.2 0.3

Calculated values
E_HOMO (eV): -8.7
E (eV): -10973.2873
Orbital gap (eV): 9.05
Energy above the lowest of the compared OMol25 structures with the same formula, charge and spin (kcal per mole): 45.9
SMILES: CC(C)=C/C=C/C(N)=O

These records have max |F| values of 0.69 4.07 3.32 eV/Å, in the order they appear.